Record 1
{
  "formula": "C3H4BrI",
  "method": "ωB97M-V with the def2-TZVPD basis set",
  "gap_ev": 7.56,
  "de_lowest_kcal_mol": 154.3,
  "multiplicity": 1,
  "species": ["C", "C", "C", "Br", "I", "H", "H", "H", "H"],
  "positions_angstrom": [[-1.023944, -0.774514, 0.978060], [1.528784, 0.505008, -0.339326], [0.910617, 0.605199, -1.663668], [-1.853247, -1.949663, -0.208618], [1.772291, -1.484594, 0.220307], [-0.788475, -1.290714, 1.942511], [-0.151612, 0.374593, -1.516721], [1.301366, -0.053642, -2.475806], [1.059430, 1.708610, -2.151606]],
  "forces_ev_per_a": [[0.45, 0.45, 0.05], [-0.07, 0.45, 0.06], [1.04, 2.10, -2.28], [-0.14, -0.13, 0.41], [0.18, -0.29, 0.10], [-0.37, -0.35, -0.61], [-0.10, 0.16, -0.06], [-0.33, -0.06, 0.76], [-0.67, -2.35, 1.56]]
}

***

Record 2
{
  "formula": "C3H4BrN",
  "method": "ωB97M-V with the def2-TZVPD basis set",
  "gap_ev": [6.47, 6.41],
  "de_lowest_kcal_mol": 93.2,
  "multiplicity": 1,
  "species": ["C", "C", "C", "N", "Br", "H", "H", "H", "H"],
  "positions_angstrom": [[0.699799, 0.880827, -0.513387], [-1.008579, 0.198478, 0.313720], [0.140387, -0.388623, -0.462935], [-0.361381, 1.498724, -0.002987], [1.792698, -2.119887, 1.455535], [1.675197, 1.074221, -0.924568], [-1.961654, 0.055255, -0.034667], [-0.798868, -0.061594, 1.347390], [-0.177599, -1.137402, -1.178101]],
  "forces_ev_per_a": [[0.09, 0.75, 0.59], [3.21, -0.09, 2.03], [-1.98, -2.71, 0.65], [1.68, -0.05, -1.42], [-1.08, 1.15, -1.28], [0.03, 1.26, 0.15], [-2.40, -0.29, -0.60], [-0.75, 0.16, 0.29], [1.20, -0.20, -0.40]]
}

***

Record 3
{
  "formula": "C3H4BrN",
  "method": "ωB97M-V with the def2-TZVPD basis set",
  "gap_ev": 11.19,
  "de_lowest_kcal_mol": 22.5,
  "multiplicity": 1,
  "species": ["C", "C", "Br", "C", "N", "H", "H", "H", "H"],
  "positions_angstrom": [[0.771429, 0.607745, -0.422643], [-0.408419, 0.029557, 0.391169], [-2.031816, 1.088472, 0.099866], [-0.538705, -1.328384, 0.002254], [-0.720633, -2.433587, -0.125122], [1.124421, 1.598446, -0.046867], [0.439300, 0.365378, -1.488627], [1.704488, 0.065738, -0.109559], [-0.340068, 0.006638, 1.699529]],
  "forces_ev_per_a": [[0.66, -0.58, 1.10], [0.89, 1.44, 3.78], [0.15, -0.29, -0.13], [-0.77, 1.36, 0.82], [-0.19, -2.82, -0.72], [-1.21, -0.13, -1.18], [1.18, 1.19, 1.21], [-0.93, -0.38, -0.77], [0.24, 0.21, -4.10]]
}

***

Record 4
{
  "formula": "C3H4BrN3O2",
  "method": "ωB97M-V with the def2-TZVPD basis set",
  "gap_ev": 10.11,
  "de_lowest_kcal_mol": 11.2,
  "multiplicity": 1,
  "species": ["O", "N", "O", "C", "N", "N", "C", "C", "Br", "H", "H", "H", "H"],
  "positions_angstrom": [[2.203165, -1.602575, 0.496925], [1.389184, -1.146656, -0.241202], [1.453299, -1.044439, -1.437464], [0.175545, -0.726089, 0.468863], [0.659846, 0.253355, 1.439852], [0.398285, 1.366524, 1.025840], [-0.446021, 1.434584, -0.089669], [-0.901762, -0.029399, -0.395077], [-2.778471, -0.544208, 0.024626], [-0.048038, -1.607074, 1.056419], [-0.009788, 1.848468, -0.994457], [-1.203172, 2.187667, 0.037853], [-0.892066, -0.390152, -1.392509]],
  "forces_ev_per_a": [[1.58, -0.72, 0.43], [-0.45, -0.13, -0.38], [0.18, 0.23, -0.90], [-1.91, -0.79, 0.58], [0.47, 0.16, -0.13], [0.67, 1.94, 1.60], [-1.69, -0.82, -2.52], [0.32, -0.11, 1.36], [0.79, 0.40, 0.41], [-0.77, -0.24, -0.26], [0.99, -0.13, -0.01], [-0.78, -0.07, 0.70], [0.61, 0.29, -0.87]]
}

***

Record 5
{
  "formula": "C3H4BrN3O3",
  "method": "ωB97M-V with the def2-TZVPD basis set",
  "gap_ev": 9.51,
  "de_lowest_kcal_mol": 24.2,
  "multiplicity": 1,
  "species": ["O", "C", "N", "C", "N", "Br", "O", "C", "O", "N", "H", "H", "H", "H"],
  "positions_angstrom": [[1.546056, 2.541335, 0.063324], [1.008419, 1.486503, 0.158893], [0.106959, 1.037410, -0.762757], [-0.290626, -0.282144, -0.578965], [-1.637899, -0.678254, -0.835729], [-2.978218, -0.544267, 0.531085], [0.755689, -1.238155, -0.816779], [0.545292, -0.743685, 0.525045], [0.165728, -1.686584, 1.382193], [1.268769, 0.390702, 0.931874], [0.230328, 1.561705, -1.716556], [-1.943426, -0.182060, -1.621958], [-0.753838, -1.901387, 1.089960], [1.976761, 0.238882, 1.650367]],
  "forces_ev_per_a": [[0.82, 1.42, 0.88], [0.71, -1.21, -1.14], [-1.26, 2.66, -3.74], [-0.42, -0.17, 0.60], [0.94, -1.26, 0.96], [0.96, 0.28, -0.57], [0.29, 0.17, -0.06], [-0.98, 0.60, -1.86], [-1.03, -0.41, 0.89], [1.12, -1.81, 2.47], [-0.71, -1.62, 2.47], [-1.05, 0.79, -1.15], [0.88, -0.30, 0.70], [-0.28, 0.87, -0.45]]
}

***

Record 6
{
  "formula": "C3H4BrNO",
  "method": "ωB97M-V with the def2-TZVPD basis set",
  "gap_ev": 9.09,
  "de_lowest_kcal_mol": 78.1,
  "multiplicity": 1,
  "species": ["C", "C", "C", "N", "O", "Br", "H", "H", "H", "H"],
  "positions_angstrom": [[-0.375602, 0.833679, 0.485433], [-1.059750, -0.224516, 0.937432], [0.491919, 0.321758, -0.566755], [0.014619, -0.934460, -0.845373], [-0.823022, -1.346434, 0.227476], [2.530142, 0.370122, 0.077680], [-0.351006, 1.827130, 0.877863], [-1.752696, -0.324934, 1.750115], [0.696097, 1.160560, -1.806213], [0.629302, -1.682904, -1.137661]],
  "forces_ev_per_a": [[-0.15, -0.46, 0.09], [0.40, 0.47, -0.50], [1.56, 3.16, -3.83], [-0.55, 0.00, -0.13], [0.12, -0.55, 0.12], [-0.41, -0.12, -0.04], [-0.01, 0.18, 0.09], [-0.13, -0.11, 0.07], [-0.77, -2.61, 3.81], [-0.06, 0.05, 0.32]]
}